Entry 1:
The following is a quantum chemistry calculation of the ion C6H13OS with charge +1 at a distorted geometry, from the OMol25 dataset.

Summary:
LUMO energy: -0.1316 Ha
Total charge: +1
M: 133.24 g/mol
Orbital gap: 11.52 eV

Cartesian coordinates (Å):
C  -1.096  1.980  -0.718
C  -0.913  -1.269  1.347
C  -1.118  0.138  0.822
C  0.557  -1.634  1.380
C  -0.439  0.540  -0.508
C  2.071  0.164  -1.713
O  1.263  -1.311  0.177
S  1.388  0.254  -0.050
H  -0.788  2.799  -0.083
H  -2.207  1.793  -0.760
H  -1.293  -1.250  2.370
H  -1.483  -2.133  0.979
H  -2.155  0.279  0.825
H  -0.717  0.775  1.590
H  1.225  -1.277  2.175
H  0.689  -2.637  1.268
H  -0.639  0.030  -1.401
H  -0.875  2.348  -1.774
H  2.033  -0.891  -1.795
H  3.118  0.641  -1.792
H  1.381  0.659  -2.337

---

Entry 2:
The following is a quantum chemistry calculation of an isolated molecule of H3S3 at a distorted geometry, from the OMol25 dataset.

Summary:
LUMO energy (spin up / spin down): 0.0187 / -0.0847 Ha
Total charge: 0
M: 99.22 g/mol
Orbital gap (spin up / spin down): 9.14 / 7.05 eV
Multiplicity: 2

Cartesian coordinates (Å):
S  1.901  0.956  0.431
H  2.798  -0.017  0.582
S  -1.987  -0.818  -0.604
S  0.046  -0.165  0.196
H  -1.893  -0.019  -1.656
H  -0.439  0.409  1.325

---

Entry 3:
The following is a quantum chemistry calculation of the ion C5H4NO6S with charge -1 at a distorted geometry, from the OMol25 dataset.

Summary:
LUMO energy: 0.1288 Ha
Total charge: -1
Structure (SMILES): O=S1(=O)O[C@H]2C=CC(=[N+]([O-])[O-])[C@@H]1O2
M: 206.16 g/mol
Orbital gap: 7.14 eV

Cartesian coordinates (Å):
C  -0.123  -1.740  -0.009
C  -1.176  -0.885  -0.083
C  1.278  -1.207  -0.389
C  -0.909  0.431  -0.427
C  0.497  0.849  -0.560
N  -1.970  1.328  -0.469
O  2.350  1.564  1.489
O  -3.168  0.981  -0.368
O  -1.639  2.502  -0.705
O  0.213  0.567  2.145
O  1.981  -0.789  0.849
O  1.181  -0.147  -1.232
S  1.287  0.714  1.184
H  -0.290  -2.711  0.197
H  -2.229  -1.224  0.002
H  2.043  -1.987  -0.677
H  0.673  1.753  -0.947

---

Entry 4:
The following is a quantum chemistry calculation of a structure of composition C35H30BrN6OS3Y at a distorted geometry, from the OMol25 dataset.

Summary:
LUMO energy: -0.0403 Ha
Total charge: 0
M: 815.68 g/mol
Orbital gap: 6.48 eV

Cartesian coordinates (Å):
Y  -12.615  -16.267  4.552
Br  -11.444  -21.055  15.612
C  -12.868  -20.728  14.306
C  -13.887  -19.789  14.604
C  -14.710  -19.399  13.561
C  -14.481  -19.900  12.276
C  -13.496  -20.858  11.977
C  -12.728  -21.311  13.014
N  -14.936  -19.102  11.180
N  -14.657  -19.550  10.008
C  -14.850  -18.654  8.964
C  -15.616  -17.474  9.041
C  -15.458  -16.514  8.030
C  -14.529  -16.721  6.949
O  -14.208  -15.724  6.119
C  -13.831  -17.981  6.877
N  -13.083  -18.189  5.717
C  -12.629  -19.427  5.462
C  -12.779  -20.473  6.354
C  -13.465  -20.251  7.568
C  -14.094  -18.995  7.768
H  -14.020  -19.368  15.651
H  -15.542  -18.697  13.584
H  -13.302  -21.074  10.888
H  -11.996  -22.101  12.873
H  -16.204  -17.345  9.954
H  -15.946  -15.529  8.234
H  -11.998  -19.614  4.588
H  -12.405  -21.500  6.195
H  -13.686  -21.056  8.266
C  -16.876  -16.944  4.568
C  -16.374  -17.405  3.150
C  -17.213  -16.623  2.153
C  -16.468  -18.948  2.793
C  -14.976  -17.058  3.017
C  -13.815  -16.654  2.844
H  -17.974  -16.770  4.641
H  -16.399  -16.016  4.732
H  -16.600  -17.633  5.434
H  -18.259  -16.960  2.103
H  -16.793  -16.785  1.149
H  -17.152  -15.529  2.284
H  -17.457  -19.321  2.586
H  -16.026  -19.491  3.632
H  -15.891  -19.294  1.932
S  -8.931  -14.907  -0.605
C  -9.491  -15.382  0.863
S  -8.801  -16.770  1.704
C  -9.940  -16.623  2.992
N  -10.734  -15.568  2.857
N  -10.600  -15.028  1.576
C  -11.507  -13.972  1.213
C  -10.986  -12.784  0.637
C  -11.855  -11.737  0.345
C  -13.167  -11.769  0.784
C  -13.656  -12.858  1.392
C  -12.851  -13.996  1.595
S  -9.959  -17.588  4.409
H  -9.941  -12.811  0.325
H  -11.473  -10.855  -0.128
H  -13.756  -10.850  0.617
H  -14.614  -12.761  1.911
H  -13.269  -14.927  2.005
N  -11.828  -14.040  5.151
C  -11.472  -13.829  6.524
C  -10.325  -14.516  7.046
C  -9.952  -14.281  8.362
C  -10.792  -13.493  9.118
C  -11.910  -12.901  8.652
C  -12.323  -13.040  7.325
H  -11.014  -14.036  4.500
H  -12.597  -13.430  4.890
H  -9.964  -15.412  6.480
H  -8.987  -14.667  8.688
H  -10.601  -13.346  10.222
H  -12.566  -12.414  9.380
H  -13.156  -12.495  6.920

---

Look up the M of the fourth one. 815.68 g/mol

---

What is the M in the second record? 99.22 g/mol

---

Copy entry 2 word for word.
The following is a quantum chemistry calculation of an isolated molecule of H3S3 at a distorted geometry, from the OMol25 dataset.

Summary:
LUMO energy (spin up / spin down): 0.0187 / -0.0847 Ha
Total charge: 0
M: 99.22 g/mol
Orbital gap (spin up / spin down): 9.14 / 7.05 eV
Multiplicity: 2

Cartesian coordinates (Å):
S  1.901  0.956  0.431
H  2.798  -0.017  0.582
S  -1.987  -0.818  -0.604
S  0.046  -0.165  0.196
H  -1.893  -0.019  -1.656
H  -0.439  0.409  1.325

---

What is the formula in the fourth record? C35H30BrN6OS3Y